{
  "formula": "C10H21BO3",
  "method": "the ωB97M-V functional and the def2-TZVPD basis",
  "elements": ["C", "C", "C", "C", "C", "C", "C", "C", "C", "C", "O", "B", "O", "O", "H", "H", "H", "H", "H", "H", "H", "H", "H", "H", "H", "H", "H", "H", "H", "H", "H", "H", "H", "H", "H"],
  "coordinates": [[2.014, -0.639, -2.480], [1.039, -1.186, -1.379], [0.012, -2.071, -2.048], [0.325, 0.052, -0.819], [1.246, 1.276, -0.549], [0.566, 2.457, 0.239], [-0.024, 1.932, 1.558], [-0.593, 2.996, 2.584], [-1.050, 0.851, 1.152], [-0.489, -0.327, 0.464], [-1.632, -1.140, 0.153], [-1.605, -2.332, 0.888], [-0.573, -2.579, 1.851], [-2.557, -3.287, 0.784], [2.426, -1.575, -2.956], [2.862, 0.052, -2.270], [1.424, -0.192, -3.271], [1.598, -1.671, -0.658], [-0.571, -1.561, -2.801], [0.569, -2.941, -2.455], [-0.790, -2.484, -1.394], [-0.439, 0.301, -1.533], [1.654, 1.510, -1.562], [2.138, 1.026, -0.029], [1.353, 3.294, 0.477], [-0.300, 2.856, -0.311], [0.796, 1.375, 1.983], [0.203, 3.502, 3.181], [-1.397, 3.577, 2.055], [-1.077, 2.440, 3.402], [-1.793, 0.583, 1.950], [-1.782, 1.257, 0.464], [0.140, -0.875, 1.182], [-0.642, -3.508, 2.119], [-3.051, -2.967, 0.029]],
  "charge": 0,
  "orbital_gap_ev": 10.44,
  "homo_ev": -9.88,
  "smiles": "CC(C)[C@@H]1CC[C@@H](C)C[C@H]1OB(O)O"
}